1.
{
  "formula": "C31H25F6N2OPW",
  "method": "ωB97M-V/def2-TZVPD",
  "elements": ["W", "C", "C", "C", "C", "C", "C", "P", "C", "C", "C", "C", "C", "C", "C", "C", "C", "C", "C", "C", "H", "H", "H", "H", "H", "H", "H", "H", "H", "H", "H", "H", "H", "H", "N", "C", "C", "C", "C", "C", "C", "C", "C", "N", "C", "H", "H", "H", "H", "H", "H", "H", "H", "C", "C", "O", "C", "F", "F", "F", "C", "F", "F", "F", "H", "H", "H"],
  "coordinates": [[-0.81, -0.17, -0.20], [1.32, 0.07, -5.39], [0.31, -0.43, -4.59], [0.40, -0.26, -3.22], [1.49, 0.40, -2.65], [2.50, 0.90, -3.47], [2.42, 0.72, -4.84], [1.39, 0.69, -0.88], [2.99, 0.65, -0.10], [3.22, 1.42, 1.04], [4.45, 1.34, 1.68], [5.43, 0.49, 1.19], [5.19, -0.29, 0.07], [3.97, -0.22, -0.58], [0.48, 2.23, -0.64], [0.92, 3.55, -0.55], [-0.04, 4.55, -0.55], [-1.40, 4.24, -0.66], [-1.83, 2.93, -0.74], [-0.89, 1.89, -0.70], [1.26, -0.07, -6.47], [-0.53, -0.95, -5.02], [-0.37, -0.69, -2.57], [3.35, 1.41, -3.04], [3.20, 1.10, -5.48], [2.46, 2.09, 1.41], [4.64, 1.95, 2.55], [6.39, 0.43, 1.69], [5.96, -0.95, -0.31], [3.79, -0.82, -1.46], [1.97, 3.79, -0.51], [0.27, 5.58, -0.50], [-2.13, 5.04, -0.68], [-2.89, 2.75, -0.83], [-3.02, 0.14, 0.09], [-3.30, 0.32, 1.51], [-4.55, 0.55, 2.01], [-4.75, 0.71, 3.40], [-3.69, 0.64, 4.26], [-2.38, 0.41, 3.76], [-1.25, 0.33, 4.60], [-0.01, 0.09, 4.06], [0.11, -0.06, 2.68], [-0.94, 0.02, 1.85], [-2.20, 0.25, 2.38], [-3.39, 0.93, -0.44], [-3.48, -0.69, -0.26], [-5.40, 0.60, 1.34], [-5.75, 0.89, 3.77], [-3.83, 0.77, 5.32], [-1.37, 0.45, 5.67], [0.88, 0.02, 4.67], [1.07, -0.26, 2.21], [-1.84, -4.14, 0.53], [-0.97, -3.32, -0.40], [-1.41, -1.97, -0.42], [0.49, -3.33, 0.08], [1.05, -4.52, 0.04], [0.55, -2.87, 1.35], [1.24, -2.47, -0.65], [-1.10, -3.85, -1.85], [-0.72, -5.12, -1.92], [-2.38, -3.76, -2.23], [-0.38, -3.13, -2.71], [-1.77, -3.75, 1.55], [-1.52, -5.18, 0.53], [-2.88, -4.09, 0.19]],
  "nbo_charge": [1.493, -0.152, -0.195, -0.156, -0.418, -0.115, -0.201, 1.060, -0.433, -0.198, -0.198, -0.157, -0.206, -0.116, -0.335, -0.140, -0.158, -0.169, -0.180, -0.396, 0.242, 0.240, 0.171, 0.223, 0.242, 0.219, 0.237, 0.241, 0.242, 0.226, 0.234, 0.245, 0.244, 0.202, -0.833, 0.155, -0.173, -0.175, -0.158, -0.015, -0.050, -0.266, 0.150, -0.497, 0.104, 0.418, 0.424, 0.245, 0.255, 0.247, 0.252, 0.263, 0.237, -0.639, 0.106, -0.750, 0.960, -0.273, -0.321, -0.314, 0.967, -0.291, -0.305, -0.311, 0.237, 0.264, 0.249],
  "max_force_ev_per_a": 0.86,
  "charge": 2,
  "de_lowest_ev": 0.000,
  "gap_ev": [7.05, 6.99],
  "multiplicity": 1,
  "homo_energy_ev": [-14.3680, -14.2645]
}


2.
{
  "formula": "C31H25N4O6STi",
  "method": "ωB97M-V/def2-TZVPD",
  "elements": ["Ti", "C", "C", "C", "C", "C", "C", "H", "H", "H", "H", "H", "H", "O", "C", "O", "C", "C", "C", "N", "C", "C", "C", "C", "C", "C", "C", "N", "C", "C", "C", "C", "C", "N", "H", "H", "H", "H", "H", "H", "H", "H", "H", "H", "C", "C", "C", "C", "C", "C", "C", "S", "O", "O", "N", "C", "C", "O", "O", "H", "H", "H", "H", "H", "H", "H", "H", "H"],
  "coordinates": [[-0.16, -0.29, -0.42], [-0.39, -3.42, 0.72], [0.03, -4.23, -0.33], [-0.80, -4.44, -1.42], [-2.06, -3.85, -1.46], [-2.48, -3.03, -0.43], [-1.64, -2.80, 0.67], [0.20, -3.36, 1.62], [0.99, -4.72, -0.28], [-0.49, -5.09, -2.23], [-2.72, -4.05, -2.29], [-3.47, -2.59, -0.45], [-2.02, -2.26, 1.53], [5.95, -3.19, 0.83], [5.21, -2.85, 1.74], [5.27, -2.70, 2.96], [3.75, -2.38, 1.19], [2.81, -1.86, 2.08], [1.72, -1.20, 1.59], [1.56, -0.98, 0.26], [2.53, -1.36, -0.60], [3.63, -2.07, -0.16], [2.37, -0.77, -1.93], [3.03, -1.21, -3.07], [2.92, -0.45, -4.22], [2.20, 0.73, -4.19], [1.54, 1.07, -3.02], [1.60, 0.34, -1.91], [0.71, -0.52, 2.41], [0.41, -0.89, 3.71], [-0.44, -0.09, 4.45], [-0.90, 1.09, 3.88], [-0.58, 1.37, 2.57], [0.17, 0.56, 1.81], [3.00, -1.97, 3.14], [4.43, -2.36, -0.83], [3.59, -2.13, -3.05], [3.42, -0.77, -5.13], [2.11, 1.36, -5.06], [0.96, 1.98, -2.96], [0.83, -1.80, 4.13], [-0.72, -0.36, 5.46], [-1.50, 1.79, 4.45], [-0.93, 2.28, 2.10], [-2.04, 6.37, 1.95], [-2.13, 5.04, 1.26], [-1.23, 4.71, 0.24], [-1.32, 3.48, -0.40], [-2.32, 2.59, -0.04], [-3.23, 2.90, 0.97], [-3.12, 4.12, 1.61], [-2.37, 1.00, -0.80], [-3.65, 0.67, -1.32], [-1.87, 0.06, 0.29], [-1.13, 0.92, -1.81], [-1.40, 0.15, -3.04], [-0.63, -1.17, -2.96], [-0.30, -1.81, -3.91], [-0.32, -1.47, -1.70], [-1.39, 7.05, 1.42], [-1.66, 6.24, 2.97], [-3.03, 6.82, 2.04], [-0.47, 5.41, -0.05], [-0.63, 3.21, -1.19], [-4.00, 2.19, 1.23], [-3.81, 4.37, 2.40], [-1.11, 0.69, -3.94], [-2.47, -0.08, -3.12]],
  "nbo_charge": [1.983, -0.240, -0.149, -0.188, -0.205, -0.199, -0.259, 0.223, 0.223, 0.232, 0.231, 0.228, 0.230, -0.692, 0.765, -0.693, 0.035, -0.215, 0.184, -0.604, 0.268, -0.226, 0.169, -0.198, -0.101, -0.226, 0.059, -0.492, 0.173, -0.212, -0.113, -0.227, 0.081, -0.505, 0.276, 0.274, 0.254, 0.247, 0.245, 0.217, 0.252, 0.245, 0.241, 0.215, -0.643, 0.034, -0.160, -0.183, -0.374, -0.162, -0.207, 2.292, -0.852, -0.946, -0.977, -0.355, 0.796, -0.495, -0.752, 0.231, 0.239, 0.239, 0.227, 0.242, 0.245, 0.236, 0.253, 0.268],
  "max_force_ev_per_a": 1.79,
  "charge": 1,
  "de_lowest_ev": 1.781,
  "gap_ev": 5.52,
  "multiplicity": 1,
  "homo_energy_ev": -10.3968
}


3.
{
  "formula": "C31H27Br2N4Tc",
  "method": "ωB97M-V/def2-TZVPD",
  "elements": ["Tc", "C", "C", "C", "C", "C", "C", "N", "C", "C", "C", "C", "C", "N", "C", "C", "C", "C", "C", "C", "N", "H", "H", "H", "H", "H", "H", "H", "H", "H", "H", "H", "H", "H", "H", "H", "Br", "C", "Br", "H", "H", "N", "C", "C", "C", "C", "C", "C", "C", "C", "C", "C", "C", "C", "C", "H", "H", "H", "H", "H", "H", "H", "H", "H", "H"],
  "coordinates": [[-11.61, -3.56, 12.11], [-11.64, -3.95, 8.63], [-12.48, -4.86, 9.43], [-13.41, -5.67, 8.73], [-14.26, -6.54, 9.43], [-14.07, -6.65, 10.80], [-13.07, -5.94, 11.39], [-12.33, -4.97, 10.75], [-12.57, -6.17, 12.76], [-12.87, -7.29, 13.52], [-12.15, -7.42, 14.68], [-11.14, -6.56, 15.02], [-10.90, -5.43, 14.30], [-11.67, -5.23, 13.17], [-9.83, -4.57, 14.75], [-8.83, -5.12, 15.58], [-7.73, -4.35, 15.96], [-7.67, -3.01, 15.45], [-8.69, -2.47, 14.65], [-8.48, -1.17, 13.95], [-9.79, -3.22, 14.45], [-11.92, -2.89, 8.77], [-11.82, -4.18, 7.56], [-10.59, -4.11, 8.86], [-13.43, -5.63, 7.67], [-14.95, -7.21, 8.97], [-14.74, -7.23, 11.49], [-13.61, -8.02, 13.14], [-12.31, -8.25, 15.33], [-10.61, -6.65, 15.96], [-9.00, -6.10, 16.02], [-6.85, -4.73, 16.53], [-6.81, -2.40, 15.60], [-7.75, -0.57, 14.56], [-9.39, -0.60, 13.78], [-8.07, -1.28, 12.95], [-10.84, -1.32, 10.65], [-11.92, 0.02, 9.49], [-13.28, -0.58, 8.13], [-11.25, 0.62, 8.87], [-12.41, 0.56, 10.24], [-10.99, -2.72, 13.72], [-11.85, -1.89, 14.40], [-11.69, -1.37, 15.78], [-11.80, 0.02, 15.95], [-11.55, 0.53, 17.26], [-11.23, -0.24, 18.33], [-11.08, -1.65, 18.12], [-11.36, -2.20, 16.89], [-13.07, -1.58, 13.65], [-13.29, -2.42, 12.51], [-14.07, -1.95, 11.43], [-14.87, -0.83, 11.62], [-14.80, -0.14, 12.79], [-13.96, -0.50, 13.83], [-12.04, 0.69, 15.12], [-11.68, 1.63, 17.45], [-11.13, 0.26, 19.31], [-10.80, -2.20, 19.03], [-11.28, -3.29, 16.76], [-13.36, -3.58, 12.80], [-14.02, -2.45, 10.48], [-15.56, -0.51, 10.84], [-15.52, 0.71, 12.93], [-13.91, 0.07, 14.77]],
  "nbo_charge": [1.011, -0.680, 0.289, -0.197, -0.081, -0.199, 0.141, -0.525, 0.271, -0.181, -0.114, -0.161, 0.132, -0.445, 0.202, -0.190, -0.058, -0.195, 0.305, -0.678, -0.143, 0.242, 0.264, 0.251, 0.257, 0.267, 0.258, 0.272, 0.265, 0.242, 0.261, 0.287, 0.267, 0.278, 0.248, 0.273, 0.042, -0.398, 0.117, 0.266, 0.218, -0.406, 0.391, -0.191, -0.167, -0.195, -0.153, -0.180, -0.168, -0.074, -0.296, -0.226, -0.126, -0.217, -0.127, 0.236, 0.252, 0.263, 0.250, 0.201, 0.236, 0.235, 0.261, 0.265, 0.257],
  "max_force_ev_per_a": 4.52,
  "charge": 3,
  "de_lowest_ev": 0.160,
  "gap_ev": [5.79, 5.88],
  "multiplicity": 4,
  "homo_energy_ev": [-15.7568, -16.1315]
}


4.
{
  "formula": "C31H27BrF6N3O5SSbY",
  "method": "ωB97M-V/def2-TZVPD",
  "elements": ["Y", "Br", "C", "C", "C", "C", "C", "C", "N", "C", "C", "C", "C", "C", "C", "N", "H", "H", "H", "H", "H", "H", "H", "H", "H", "O", "C", "O", "C", "C", "C", "C", "C", "C", "S", "H", "H", "H", "H", "O", "C", "N", "C", "O", "C", "C", "C", "C", "C", "C", "H", "H", "H", "H", "F", "Sb", "F", "F", "F", "F", "F", "C", "C", "O", "C", "C", "H", "H", "H", "H", "H", "H", "H", "H", "H", "H"],
  "coordinates": [[-0.03, 0.11, 0.34], [-0.11, -4.36, 6.57], [-0.50, -3.06, 5.24], [-0.29, -3.38, 3.91], [-0.53, -2.43, 2.95], [-1.04, -1.16, 3.28], [-1.25, -0.87, 4.64], [-0.97, -1.81, 5.61], [-1.29, -0.28, 2.24], [-2.25, 0.62, 2.36], [-2.64, 1.42, 1.27], [-3.75, 2.30, 1.36], [-4.20, 2.96, 0.25], [-3.54, 2.76, -0.96], [-2.44, 1.93, -0.99], [-1.96, 1.28, 0.08], [0.08, -4.36, 3.65], [-0.37, -2.67, 1.90], [-1.57, 0.11, 4.93], [-1.11, -1.58, 6.66], [-2.86, 0.67, 3.26], [-4.23, 2.41, 2.32], [-5.05, 3.62, 0.31], [-3.88, 3.24, -1.86], [-1.92, 1.77, -1.93], [-1.44, -1.88, -0.26], [-0.66, -2.63, -0.84], [0.64, -2.25, -0.88], [-0.84, -3.88, -1.50], [-2.01, -4.64, -1.60], [-1.96, -5.83, -2.30], [-0.78, -6.23, -2.93], [0.38, -5.50, -2.83], [0.36, -4.32, -2.09], [1.66, -3.23, -1.75], [-2.90, -4.28, -1.13], [-2.84, -6.45, -2.38], [-0.78, -7.15, -3.50], [1.29, -5.81, -3.32], [2.94, -1.22, -0.64], [2.90, -1.08, 0.57], [1.82, -0.59, 1.24], [2.12, -0.47, 2.58], [1.39, 0.07, 3.38], [3.47, -1.05, 2.81], [4.22, -1.25, 3.95], [5.47, -1.85, 3.81], [5.96, -2.20, 2.56], [5.21, -1.97, 1.40], [3.97, -1.40, 1.55], [3.84, -0.98, 4.92], [6.06, -2.04, 4.69], [6.93, -2.66, 2.47], [5.59, -2.22, 0.43], [1.45, 1.21, -1.19], [1.16, 0.72, -3.13], [2.40, -0.72, -3.26], [2.53, 1.98, -3.49], [0.49, 0.03, -4.78], [-0.08, 2.18, -3.35], [-0.38, -0.22, -2.23], [0.29, 4.17, -0.73], [0.05, 3.74, 0.72], [0.72, 2.52, 1.06], [2.10, 2.76, 1.40], [2.26, 3.15, 2.86], [-0.02, 5.21, -0.85], [-0.29, 3.55, -1.41], [1.34, 4.09, -0.99], [-1.02, 3.55, 0.87], [0.34, 4.53, 1.41], [2.52, 3.52, 0.74], [2.62, 1.82, 1.22], [1.69, 4.05, 3.10], [3.30, 3.35, 3.07], [1.91, 2.35, 3.50]],
  "nbo_charge": [2.090, 0.038, -0.107, -0.220, -0.239, 0.262, -0.243, -0.223, -0.723, 0.012, 0.106, -0.219, -0.178, -0.301, 0.078, -0.701, 0.224, 0.207, 0.215, 0.226, 0.189, 0.217, 0.218, 0.224, 0.229, -0.620, 0.782, -0.634, -0.172, -0.132, -0.239, -0.131, -0.242, -0.185, 0.780, 0.237, 0.227, 0.223, 0.230, -0.603, 0.686, -0.911, 0.662, -0.569, -0.062, -0.190, -0.193, -0.198, -0.162, -0.144, 0.232, 0.219, 0.219, 0.230, -0.681, 3.142, -0.634, -0.649, -0.655, -0.663, -0.679, -0.642, -0.058, -0.587, -0.054, -0.644, 0.217, 0.228, 0.217, 0.200, 0.177, 0.184, 0.198, 0.203, 0.215, 0.241],
  "max_force_ev_per_a": 1.80,
  "charge": 0,
  "de_lowest_ev": 1.542,
  "gap_ev": [5.41, 7.51],
  "multiplicity": 2,
  "homo_energy_ev": [-6.0042, -8.1017]
}